Record 1
{
  "formula": "C19H21N4O2S2Zr",
  "method": "wB97M-V/def2-TZVPD",
  "homo_ev": -16.83,
  "molar_mass_g_mol": 492.8,
  "energy_ev": -53023.670,
  "homo_lumo_gap_ev": 4.8,
  "spin_multiplicity": 1,
  "total_charge": 3,
  "lumo_energy_ha": -0.4412,
  "largest_force_ev_per_a": 0.49,
  "elements": ["Zr", "N", "N", "C", "O", "O", "H", "H", "H", "S", "C", "N", "C", "C", "N", "C", "C", "C", "C", "C", "C", "C", "C", "S", "C", "C", "C", "C", "C", "C", "C", "H", "H", "H", "H", "H", "H", "H", "H", "H", "H", "H", "H", "H", "H", "H", "H", "H", "H"],
  "coordinates": [[2.077, -2.634, 2.518], [4.419, -2.918, 3.085], [4.505, -2.748, 4.488], [3.436, -2.267, 5.199], [3.355, -1.942, 6.314], [2.286, -2.250, 4.308], [4.810, -3.837, 2.859], [5.034, -2.239, 2.625], [5.419, -2.749, 4.928], [-0.318, -2.262, 1.953], [-0.264, -1.157, 0.613], [-1.154, -1.125, -0.314], [-1.122, -0.034, -1.314], [-0.690, 1.238, -0.638], [0.611, 1.012, 0.035], [1.590, 2.154, -0.043], [1.928, 2.416, -1.483], [1.559, 3.618, -2.077], [1.877, 3.856, -3.407], [2.549, 2.890, -4.142], [2.918, 1.686, -3.551], [2.611, 1.450, -2.221], [0.832, -0.121, 0.601], [2.363, -0.481, 1.367], [-2.313, -2.084, -0.432], [-3.596, -1.342, -0.206], [-4.478, -1.145, -1.265], [-5.667, -0.460, -1.055], [-5.966, 0.035, 0.206], [-5.087, -0.160, 1.266], [-3.904, -0.850, 1.063], [-2.134, 0.068, -1.701], [-0.446, -0.325, -2.122], [-1.407, 1.572, 0.116], [-0.532, 2.025, -1.372], [2.450, 1.889, 0.565], [1.076, 2.998, 0.421], [1.046, 4.380, -1.499], [1.607, 4.797, -3.865], [2.798, 3.078, -5.178], [3.459, 0.946, -4.124], [2.932, 0.523, -1.753], [-2.134, -2.890, 0.276], [-2.243, -2.477, -1.448], [-4.254, -1.551, -2.245], [-6.362, -0.324, -1.872], [-6.895, 0.565, 0.370], [-5.339, 0.208, 2.251], [-3.241, -1.033, 1.903]],
  "forces_ev_per_a": [[-0.21, 0.28, 0.35], [0.19, -0.05, -0.04], [-0.03, 0.05, 0.07], [-0.22, -0.01, -0.13], [0.12, -0.01, 0.03], [0.04, -0.20, -0.24], [0.01, 0.01, 0.01], [0.01, -0.01, 0.02], [0.00, 0.01, 0.00], [-0.03, -0.10, 0.00], [-0.02, -0.01, -0.06], [0.00, -0.07, 0.16], [0.01, 0.05, -0.02], [-0.03, 0.00, -0.01], [0.13, -0.10, 0.10], [-0.08, -0.07, 0.04], [0.03, 0.00, -0.03], [-0.01, -0.01, 0.04], [0.01, -0.01, -0.02], [0.00, 0.02, 0.00], [0.00, -0.01, 0.00], [0.00, 0.01, 0.01], [-0.01, 0.12, -0.07], [0.07, 0.01, -0.08], [0.16, 0.04, -0.04], [-0.05, 0.01, 0.01], [0.03, -0.02, 0.00], [0.00, 0.01, 0.01], [0.00, 0.00, 0.00], [-0.02, 0.01, 0.00], [0.02, -0.02, -0.01], [0.01, 0.02, -0.02], [-0.01, -0.01, 0.00], [-0.01, 0.02, -0.01], [-0.03, 0.01, 0.00], [0.02, 0.03, -0.01], [0.02, 0.02, -0.04], [0.00, 0.01, 0.00], [0.00, 0.00, 0.00], [0.00, 0.00, 0.00], [0.00, 0.00, 0.00], [0.00, 0.00, 0.00], [-0.06, -0.01, -0.01], [-0.05, -0.02, 0.01], [-0.01, 0.00, -0.01], [0.00, 0.00, 0.00], [0.00, 0.00, 0.00], [0.01, 0.00, 0.01], [0.00, 0.00, 0.01]]
}



Record 2
{
  "formula": "C3H5NO4",
  "method": "wB97M-V/def2-TZVPD",
  "homo_ev": -9.97,
  "molar_mass_g_mol": 119.1,
  "energy_ev": -12870.613,
  "homo_lumo_gap_ev": 10.5,
  "spin_multiplicity": 1,
  "de_lowest_kj_mol": 218.2,
  "lumo_energy_ha": 0.0186,
  "smiles": "NC(=O)[C@@]1(O)O[C@@H]1O",
  "largest_force_ev_per_a": 3.94,
  "elements": ["N", "C", "O", "C", "O", "O", "C", "O", "H", "H", "H", "H", "H"],
  "coordinates": [[-1.942, 0.041, -0.118], [-0.981, 0.981, 0.126], [-1.093, 2.186, 0.235], [0.321, 0.310, -0.190], [0.409, -1.061, -0.424], [1.133, 1.159, -1.097], [1.497, 1.079, 0.205], [2.638, 0.311, 0.463], [-1.700, -0.786, -0.564], [-2.890, 0.398, -0.267], [1.312, -1.278, -0.612], [1.374, 2.118, 0.691], [3.368, 0.739, 1.101]],
  "forces_ev_per_a": [[-2.24, 2.95, 1.35], [-0.67, -1.22, -2.72], [-0.10, -1.01, 0.86], [2.46, 0.97, 0.09], [-1.71, 1.35, 0.44], [-1.00, -0.95, -1.27], [1.09, 1.73, 2.07], [2.41, 1.25, 2.02], [0.60, -1.61, -0.65], [0.58, -0.36, 0.24], [1.04, -0.08, -0.04], [0.46, -1.95, -0.08], [-2.92, -1.07, -2.30]]
}